The following is a quantum chemistry calculation of a structure of composition C26H25CrI2N5O3S3 in a non-equilibrium geometry, from the Open Molecules 2025 dataset.

The geometry in XYZ format:
```
65
Properties=species:S:1:pos:R:3:mulliken_charge:R:1
Cr 0.890 0.969 0.261 0.317
C -3.213 -0.633 1.835 -1.211
C -1.990 0.033 2.476 0.535
C -2.077 1.533 2.378 0.538
C -2.617 2.247 3.439 -0.737
C -2.851 3.607 3.334 -1.067
C -2.521 4.265 2.164 -0.677
C -1.941 3.596 1.090 1.004
C -1.568 4.422 -0.123 -0.457
C -2.807 4.837 -0.925 -1.472
C -1.722 2.208 1.203 -0.398
N -1.042 1.511 0.170 1.343
C -1.535 1.467 -1.039 -0.150
C -0.635 1.199 -2.074 -0.468
C -0.702 1.154 -3.471 -1.106
C 0.614 1.079 -3.916 -0.689
C 1.429 1.076 -2.777 -0.942
N 0.686 1.129 -1.670 0.727
H -3.120 -1.719 1.896 0.383
H -3.289 -0.362 0.781 0.209
H -4.132 -0.328 2.338 0.371
H -1.105 -0.341 1.965 -0.697
H -1.924 -0.254 3.525 0.505
H -2.853 1.719 4.355 0.433
H -3.288 4.153 4.162 0.402
H -2.689 5.334 2.080 0.444
H -0.867 3.899 -0.766 -0.086
H -1.052 5.319 0.224 0.437
H -3.335 3.961 -1.307 0.304
H -2.528 5.465 -1.773 0.436
H -3.503 5.394 -0.297 0.370
H -2.583 1.683 -1.230 0.611
H -1.605 1.189 -4.060 0.500
H 0.960 1.039 -4.936 0.444
H 2.506 1.060 -2.732 0.644
C 1.922 4.952 1.533 -1.171
C 1.617 3.908 0.469 0.689
O 1.611 4.186 -0.720 -0.661
O 1.363 2.731 0.964 -0.297
H 2.837 5.483 1.275 0.354
H 2.015 4.477 2.507 0.259
H 1.104 5.672 1.567 0.237
O 4.943 -0.511 0.141 -0.567
C 3.868 -0.082 0.330 0.789
N 2.773 0.361 0.558 -0.673
I 1.957 0.315 2.730 0.400
I 0.995 0.257 5.386 -0.415
S 4.019 -4.235 -3.118 -0.388
C 2.770 -3.744 -2.156 0.061
S 2.455 -2.059 -1.826 -0.080
C 1.160 -2.506 -0.699 0.173
N 1.007 -3.780 -0.631 -0.810
N 1.861 -4.476 -1.452 0.563
C 1.746 -5.894 -1.387 0.429
C 2.054 -6.721 -2.462 -0.458
C 1.950 -8.097 -2.315 -0.587
C 1.522 -8.655 -1.121 -0.408
C 1.160 -7.823 -0.072 -0.568
C 1.271 -6.449 -0.200 -0.311
S 0.217 -1.421 0.221 -0.217
H 2.371 -6.305 -3.402 0.332
H 2.199 -8.734 -3.154 0.349
H 1.461 -9.730 -1.011 0.366
H 0.785 -8.240 0.854 0.343
H 0.996 -5.790 0.610 0.467
```

Its total energy is -4339.8634 Ha. As for the multiplicity: 2. As for the energy relative to the best compared isomer or geometry (same formula, charge and spin): 5.4 kcal/mol. For the HOMO energy (alpha / beta), the calculation gives -5.2809 / -5.2957 eV. As for the charge: -1.

---

The following is a quantum chemistry calculation of a structure of composition C22H33N3O4 in a non-equilibrium geometry, from the Open Molecules 2025 dataset.

The geometry in XYZ format:
```
62
Properties=species:S:1:pos:R:3:mulliken_charge:R:1
C 6.033 3.716 -0.268 -0.947
H 6.829 4.515 -0.586 0.207
O 6.883 2.620 -0.513 -0.356
C 6.149 1.308 -0.271 0.722
C 6.906 0.017 -0.532 -0.617
C 6.289 -1.139 -0.109 -0.561
C 4.913 -1.325 0.369 0.504
C 4.198 -0.040 0.212 -0.585
C 4.709 1.223 0.019 -0.546
H 4.159 2.012 0.219 0.602
H 3.119 0.073 0.629 0.107
O 4.483 -2.388 0.310 -0.252
C 3.259 -2.912 0.613 -0.937
C 2.337 -2.500 -0.459 -1.440
N 0.944 -2.303 -0.227 0.374
C 0.222 -3.462 0.632 -0.601
C -1.068 -3.203 1.035 -1.217
N -1.914 -2.634 -0.075 -0.178
C -1.123 -1.301 -0.782 -0.154
C 0.128 -1.762 -1.097 -1.237
H 0.606 -0.944 -1.743 0.385
H -0.070 -2.488 -1.839 0.361
H -1.821 -0.909 -1.498 0.534
H -1.175 -0.559 0.207 0.146
C -3.297 -2.238 -0.118 -0.107
C -3.504 -1.074 0.846 -0.035
O -3.213 -0.963 1.957 -0.502
N -4.268 -0.128 -0.027 0.628
C -4.706 -0.919 -1.088 0.374
O -5.190 -0.375 -2.016 -0.611
C -4.113 -2.199 -1.207 -0.517
H -5.015 -3.006 -1.272 0.237
H -3.507 -2.503 -2.025 0.327
C -4.674 0.953 0.302 -0.613
C -3.557 1.967 -0.071 -0.385
H -2.601 2.016 0.569 0.168
C -3.874 3.516 -0.085 -0.880
C -4.159 3.890 1.815 -1.121
H -5.048 3.396 1.952 0.421
H -4.447 5.068 1.740 0.317
H -3.217 3.529 2.321 0.324
C -2.923 4.458 -0.241 -1.708
H -1.958 4.180 0.100 0.303
H -3.098 5.296 -0.376 0.823
H -2.712 4.214 -1.599 0.182
H -4.658 3.632 -0.500 1.099
H -3.191 1.736 -1.079 0.366
H -4.702 0.976 1.438 0.265
H -5.537 1.415 -0.329 0.279
H -3.734 -3.185 0.798 0.265
H -1.566 -3.868 1.364 0.959
H -0.997 -2.220 1.705 0.212
H 1.068 -3.705 1.262 0.346
H 0.272 -4.346 -0.115 0.357
H 2.801 -1.821 -0.983 1.220
H 2.421 -3.403 -0.906 0.326
H 3.207 -3.817 1.034 0.509
H 2.806 -2.056 1.576 0.328
H 6.976 -1.843 -0.239 0.481
H 8.062 0.299 -0.366 0.211
H 5.668 3.772 0.580 0.500
H 5.193 3.741 -0.966 0.337
```

Its total energy is -1322.4838 Ha. As for the energy relative to the best compared isomer or geometry (same formula, charge and spin): 580.6 kcal/mol. For the HOMO energy, the calculation gives -7.5112 eV. As for the charge: 0.

---

The following is a quantum chemistry calculation of a cluster of 2 separate species, C7H14O in total in a non-equilibrium geometry, from the Open Molecules 2025 dataset.

The geometry in XYZ format:
```
22
Properties=species:S:1:pos:R:3:mulliken_charge:R:1
C -1.638 1.186 -1.764 -0.753
C -0.316 1.375 -1.718 -0.375
C 0.481 0.552 -0.597 0.472
C 1.390 -0.152 -1.184 -1.085
C 0.071 0.548 0.825 0.135
C 0.581 -0.571 1.733 -0.383
C 1.751 0.036 2.652 -1.146
H -2.115 0.603 -1.030 0.267
H -2.265 1.375 -2.664 0.239
H 0.271 1.875 -2.506 0.351
H 2.007 -0.868 -0.692 0.228
H 1.678 -0.178 -2.219 0.299
H 0.751 1.378 1.387 -0.019
H -0.987 0.677 1.059 0.327
H 1.356 -1.348 1.173 0.095
H -0.245 -1.051 2.348 0.338
H 2.609 -0.167 2.048 0.334
H 1.886 -0.410 3.640 0.316
H 1.661 1.114 2.726 0.372
O -2.145 -2.049 -0.449 -0.640
H -1.372 -2.370 0.032 0.315
H -1.998 -2.081 -1.398 0.312
```

Its total energy is -350.2294 Ha. As for the energy relative to the best compared isomer or geometry (same formula, charge and spin): 81.6 kcal/mol. For the HOMO energy, the calculation gives -8.9887 eV. As for the charge: 0. As for the SMILES: C=CC(=C)CCC.O.

---

The following is a quantum chemistry calculation of the ion CH2N2O3S with charge -2 in a non-equilibrium geometry, from the Open Molecules 2025 dataset.

The geometry in XYZ format:
```
9
Properties=species:S:1:pos:R:3:mulliken_charge:R:1
N 2.010 0.121 -0.344 -0.717
S 0.066 0.752 -0.298 0.463
O 0.139 1.806 0.742 -0.631
N -0.404 -0.656 0.409 -0.419
C -1.705 -0.441 0.210 0.267
O -2.569 -1.317 0.500 -0.788
O -1.906 0.724 -0.402 -0.488
H 2.406 -0.313 -1.189 0.084
H 1.963 -0.676 0.373 0.228
```

Its total energy is -772.6388 Ha. As for the energy relative to the best compared isomer or geometry (same formula, charge and spin): 30.1 kcal/mol. For the HOMO energy, the calculation gives 0.7518 eV. As for the charge: -2. As for the SMILES: NS12([O-])=N[C@@]1([O-])O2.

---

> The lowest charge belongs to which entry?

CH2N2O3S